{
  "formula": "C2H3Br3S",
  "method": "the ωB97M-V functional and the def2-TZVPD basis",
  "e_above_lowest_kj_mol": 150.0,
  "spin_multiplicity": 1,
  "gap_ev": 9.05,
  "e_tot_ha": -8198.154266,
  "species": ["Br", "Br", "Br", "S", "C", "C", "H", "H", "H"],
  "xyz": [[1.71262, -1.18291, -1.13474], [1.88258, 1.94354, -0.54228], [1.40118, -0.00183, 1.87812], [-1.48326, -1.21684, -0.67973], [1.11177, 0.22371, -0.02903], [-0.91662, 0.29479, -0.05842], [-1.07077, 0.97779, -0.86356], [-1.76571, -1.67626, 0.47778], [-0.87178, 0.63801, 0.95186]],
  "mulliken_charge": [0.04, -0.02, -0.04, -0.10, -0.15, -0.68, 0.31, 0.13, 0.52]
}